[1]
{"formula": "C5H11OP", "method": "ωB97M-V with the def2-TZVPD basis set", "species": ["P", "O", "C", "C", "C", "C", "C", "H", "H", "H", "H", "H", "H", "H", "H", "H", "H", "H"], "positions_angstrom": [[1.5740, 0.0738, -0.0672], [-1.7271, -0.8644, -0.9261], [1.5839, -0.2660, -1.8275], [-1.9423, -0.4039, 1.3138], [0.5225, 1.5513, -0.0225], [-1.0664, -0.8903, 0.1325], [0.4492, -1.1891, 0.4892], [0.7005, -2.1296, -0.1083], [-2.9343, -0.1547, 0.8444], [-0.5487, 1.4160, -0.5049], [-1.5302, 0.2608, 2.0063], [2.2784, 0.5064, -2.3523], [0.4109, 1.8175, 0.9797], [1.0513, 2.2193, -0.6804], [0.4256, -1.4732, 1.5473], [-2.2262, -1.3477, 1.8826], [0.6738, -0.0889, -2.4982], [2.0558, -1.2361, -2.0445]], "atomic_forces_ev_per_a": [[0.860, 0.639, 0.234], [3.121, -0.991, 1.403], [0.594, 1.542, -3.291], [-1.736, -3.233, -1.169], [-2.151, -1.197, -2.581], [-2.220, 1.534, -0.386], [-3.006, -2.830, -1.478], [-0.086, 1.051, 0.852], [1.184, 0.490, 0.665], [2.113, 0.140, 0.919], [0.634, 1.245, 0.869], [-0.649, -1.162, 1.178], [-0.056, 1.135, 1.470], [0.138, 0.919, 0.287], [0.418, 0.358, -0.185], [0.582, 0.889, -0.302], [0.603, -0.742, 1.455], [-0.344, 0.215, 0.060]], "lowdin_charge": [0.808, 0.004, -0.355, -0.047, -0.310, -0.457, -0.350, 0.104, 0.097, 0.093, 0.044, 0.062, 0.003, 0.025, 0.075, 0.100, 0.071, 0.032], "smiles": "CC(=O)CP(C)C", "homo_ev": -8.60, "lumo_ev": 1.0, "relative_energy_ev": 1.310, "total_charge": 0, "homo_lumo_gap_ev": 9.56}

[2]
{"formula": "C17H21N4STl", "method": "ωB97M-V with the def2-TZVPD basis set", "species": ["Tl", "S", "N", "N", "N", "N", "C", "C", "C", "C", "C", "C", "C", "C", "C", "C", "C", "C", "C", "C", "C", "C", "C", "H", "H", "H", "H", "H", "H", "H", "H", "H", "H", "H", "H", "H", "H", "H", "H", "H", "H", "H", "H", "H"], "positions_angstrom": [[-1.1865, 1.3567, -0.4275], [-0.4518, 1.9840, 2.3870], [0.7992, 4.1695, 3.1028], [1.2286, 3.6605, 0.9301], [0.9695, 1.0920, -2.2754], [0.9959, 2.7602, -0.0845], [1.8943, 2.1111, -2.2023], [2.9058, 1.4366, -4.2852], [1.8950, 2.9327, -1.0485], [-2.3907, -1.1808, 2.4826], [0.9958, 0.3364, -3.3733], [2.9120, 2.2761, -3.1787], [-0.0925, -1.3557, 1.4316], [-1.9507, -1.8478, 3.7917], [1.1786, -2.5282, -1.9624], [-1.4771, -1.5347, 1.3222], [1.9077, 0.4336, -4.3948], [0.2919, -2.1026, -0.8538], [0.7627, -1.6236, 0.3665], [0.5810, 3.3168, 2.0920], [-3.8288, -1.6237, 2.2453], [-1.9519, -1.9373, 0.0639], [-1.1072, -2.2272, -0.9917], [0.6804, -2.4249, -2.9170], [0.3464, -0.9861, 2.3695], [-2.3809, -0.1077, 2.6262], [2.0994, -1.9271, -2.0113], [-1.9414, -2.9325, 3.6178], [-0.9671, -1.5401, 4.1614], [0.1833, -0.3799, -3.4395], [-3.0264, -2.0667, -0.0840], [1.8511, -1.4969, 0.5063], [-1.5540, -2.5969, -1.9393], [-2.6182, -1.6291, 4.6061], [0.4134, 3.9725, 4.0202], [1.3418, 5.0085, 2.9421], [1.8842, -0.2779, -5.2248], [1.4792, -3.5673, -1.8438], [-3.8137, -2.7084, 2.0330], [-4.4548, -1.4742, 3.1298], [2.6530, 3.6961, -0.8870], [-4.3162, -1.1314, 1.3922], [3.6055, 3.1282, -3.1176], [3.6539, 1.5371, -5.0776]], "atomic_forces_ev_per_a": [[0.224, 0.038, 0.266], [-0.102, -0.186, -0.140], [0.075, 0.405, 0.683], [-1.321, -1.398, 1.210], [1.063, 1.347, -0.526], [2.324, 1.630, -0.806], [0.110, -1.860, -1.089], [-0.429, -0.640, -0.145], [-1.786, 0.207, 2.462], [-0.333, -0.441, 0.335], [-0.761, 0.010, 0.408], [-0.773, 0.137, -0.289], [0.145, 0.083, 0.343], [0.787, -0.308, -0.303], [0.888, 0.217, -0.178], [0.381, 0.376, -0.447], [1.261, 0.632, -0.208], [-1.362, 0.107, 0.324], [0.641, -0.117, 0.060], [0.537, 0.397, -1.855], [-0.286, -0.477, -0.454], [-0.606, -0.159, 0.533], [0.476, -0.253, -0.467], [-0.106, -0.144, -0.225], [-0.301, -0.175, -0.493], [0.122, 0.431, -0.025], [-0.246, -0.161, 0.079], [0.071, 0.146, 0.256], [0.005, -0.058, -0.366], [0.093, -0.100, 0.030], [0.350, 0.066, 0.018], [-0.656, -0.004, -0.084], [0.462, 0.324, 0.661], [-0.563, 0.097, 0.213], [0.144, 0.125, -0.549], [-0.081, -0.306, 0.029], [-0.008, 0.416, 0.251], [0.009, -0.148, 0.003], [-0.193, 0.326, 0.079], [0.158, 0.101, -0.107], [-0.021, -0.089, -0.190], [0.155, -0.026, 0.236], [-0.303, -0.593, 0.125], [-0.245, 0.027, 0.342]], "lowdin_charge": [0.724, 0.459, 0.049, -0.051, 0.041, -0.124, -0.270, -0.059, -0.122, -0.391, -0.188, -0.023, -0.085, -0.067, -0.068, -0.253, -0.063, -0.304, -0.047, -0.910, -0.089, -0.098, -0.068, 0.060, 0.102, 0.092, 0.087, 0.093, 0.075, 0.100, 0.105, 0.128, 0.125, 0.069, 0.084, 0.100, 0.107, 0.087, 0.092, 0.080, 0.115, 0.079, 0.117, 0.108], "homo_ev": [-7.26, -7.26], "lumo_ev": [-0.2, -0.2], "total_charge": 0, "homo_lumo_gap_ev": [7.02, 7.02]}

[3]
{"formula": "C10H14BCdN7O3", "method": "ωB97M-V with the def2-TZVPD basis set", "species": ["Cd", "O", "O", "O", "N", "N", "N", "N", "N", "N", "N", "C", "C", "C", "C", "C", "C", "C", "C", "C", "C", "B", "H", "H", "H", "H", "H", "H", "H", "H", "H", "H", "H", "H", "H", "H"], "positions_angstrom": [[2.9722, 0.0996, 0.8699], [0.4795, 0.2484, 6.0216], [-1.4870, 0.6540, 5.0698], [0.2842, 1.6519, 4.3102], [0.5980, 1.4169, -0.9598], [1.9968, -1.3213, -0.5081], [-1.8811, -0.0628, -0.6461], [-1.1593, -0.1971, -1.8221], [1.3196, -0.9871, -1.6615], [-0.2157, 0.8207, 5.1529], [1.1021, 1.3355, 0.3205], [-1.1765, -0.9840, 2.9422], [2.5566, -2.7849, -2.0953], [-1.9966, -0.5548, -2.8271], [1.1124, 2.6079, 0.8191], [-3.1478, -0.3615, -0.9069], [0.4428, 2.7165, -1.2920], [-3.2826, -0.6590, -2.2889], [2.6942, -2.4667, -0.7552], [0.7599, 3.5043, -0.1903], [1.6672, -1.8618, -2.6228], [0.3573, 0.2158, -1.9219], [-0.3983, -1.3725, 3.6060], [-1.7204, -0.1837, 3.3383], [-4.2056, -0.8728, -2.7820], [-1.6276, -0.6615, -3.8349], [0.7266, 4.5895, -0.1413], [1.3963, 2.8186, 1.8426], [-1.8873, -1.7685, 2.6109], [3.2444, -2.9864, 0.0129], [-3.9222, -0.3076, -0.1447], [0.1365, 3.0038, -2.2930], [-0.6161, -0.5668, 2.0860], [3.0401, -3.5754, -2.6350], [1.3013, -1.7388, -3.6232], [0.5362, 0.5914, -3.0506]], "atomic_forces_ev_per_a": [[-0.366, 0.272, 0.206], [-2.140, 1.510, -2.643], [3.116, 1.067, 0.798], [-1.617, -2.158, 1.840], [1.472, 0.495, 0.540], [-0.503, -1.230, -0.423], [0.864, -0.147, -0.127], [-0.813, 0.211, 1.067], [1.360, -0.480, 0.498], [0.687, 0.200, 0.969], [-0.990, 1.128, 0.250], [0.971, -1.153, -1.853], [-0.236, -0.459, -0.382], [-0.790, 0.205, 0.836], [0.182, -0.837, -1.356], [1.012, 0.169, -1.303], [0.029, -0.333, 0.394], [0.601, 0.003, 0.124], [-0.742, 1.438, -0.722], [-0.333, 0.255, -0.074], [0.285, 0.281, 0.654], [-1.117, 0.120, 0.369], [-0.475, -0.103, 0.286], [-0.721, 0.687, 0.433], [-0.162, -0.191, -0.366], [-0.101, -0.040, -0.006], [-0.057, -0.389, 0.031], [0.084, -0.207, -0.173], [0.699, 0.356, 0.136], [0.076, 0.262, 0.073], [0.363, -0.023, -0.158], [-0.057, -0.148, 0.310], [-0.493, -0.394, -0.031], [-0.048, -0.226, -0.022], [-0.134, -0.052, -0.138], [0.094, -0.090, -0.034]], "lowdin_charge": [0.925, 0.144, 0.157, 0.155, -0.041, -0.142, 0.051, -0.055, -0.021, -0.495, -0.110, -0.046, -0.075, -0.108, -0.186, -0.175, -0.073, -0.092, -0.185, -0.073, -0.073, -0.515, 0.021, -0.033, 0.071, 0.105, 0.096, 0.084, 0.043, 0.091, 0.096, 0.128, 0.008, 0.092, 0.121, 0.109], "homo_ev": [-8.37, -7.97], "lumo_ev": [-1.6, -4.6], "relative_energy_ev": 2.315, "total_charge": 0, "homo_lumo_gap_ev": [6.78, 3.38]}

[4]
{"formula": "C19H18CrO10P2", "method": "ωB97M-V with the def2-TZVPD basis set", "species": ["Cr", "P", "P", "O", "O", "O", "O", "O", "O", "O", "O", "O", "O", "C", "C", "C", "C", "C", "C", "C", "C", "C", "C", "C", "C", "C", "C", "C", "C", "C", "C", "C", "H", "H", "H", "H", "H", "H", "H", "H", "H", "H", "H", "H", "H", "H", "H", "H", "H", "H"], "positions_angstrom": [[-1.7141, -0.4194, 0.5779], [-3.5643, 1.8375, -0.7361], [-3.4058, 1.6952, 2.2559], [-1.1582, 2.3227, -0.3027], [-2.0444, 1.2151, -0.7238], [-0.9169, -1.2941, -0.9595], [0.7625, -1.5310, -2.3998], [-4.1879, 0.2993, -0.7209], [-4.7226, 0.7879, 2.5854], [-3.3060, 2.7999, 3.2133], [0.1506, 0.5690, 0.4207], [-2.2672, 0.7105, 2.0977], [-3.8346, 2.2795, 0.7897], [3.4577, -1.2119, 1.9654], [1.7376, 2.5120, -0.8370], [4.3555, -1.6553, -0.2089], [-1.6570, -2.1297, 1.9992], [2.3456, -0.6190, 1.3826], [4.4679, -1.7330, 1.1728], [2.3846, 3.5336, -2.9132], [0.2317, -0.9929, -1.4446], [-3.0357, -3.0182, 0.3976], [-2.9635, -2.0366, 1.4109], [-1.8273, -3.7240, 0.3681], [1.4593, 1.3100, -1.4865], [2.2319, -0.5355, -0.0007], [1.6535, 1.2375, -2.8615], [-0.9859, -3.1957, 1.3443], [2.1135, 2.3423, -3.5662], [2.1889, 3.6137, -1.5428], [1.0054, 0.1222, -0.6281], [3.2511, -1.0574, -0.7938], [-5.2441, 1.3095, 3.2148], [3.1659, -1.0118, -1.8699], [-3.8700, -3.1617, -0.2743], [3.5356, -1.2613, 3.0450], [0.0290, -3.5071, 1.5487], [1.5988, 2.5904, 0.2339], [-1.5593, -4.4802, -0.3549], [1.4348, 0.3185, -3.3830], [-5.1529, 0.2963, -0.6677], [-3.8118, -1.5542, 1.8772], [-0.3486, 1.4806, 0.1211], [2.3863, 4.5423, -1.0214], [1.5545, -0.2197, 2.0024], [-1.4068, -1.7714, 2.9884], [2.7493, 4.3897, -3.4678], [2.2586, 2.2653, -4.6371], [5.3352, -2.1975, 1.6259], [5.1393, -2.0618, -0.8369]], "atomic_forces_ev_per_a": [[1.419, -0.067, -0.314], [-0.487, 0.128, -0.289], [-0.770, 0.209, 0.203], [-1.077, 0.474, -0.570], [0.085, -0.081, 0.559], [-0.835, -0.007, 0.669], [-0.241, 0.064, 0.087], [-0.082, 0.166, -0.093], [0.170, 0.325, 0.138], [0.079, -0.004, 0.041], [0.441, -1.467, 0.229], [0.102, -0.553, -0.958], [0.362, 0.016, 0.310], [0.087, -0.015, -0.004], [0.118, -0.010, 0.010], [0.049, 0.005, -0.045], [0.015, -0.280, 0.372], [-0.081, 0.001, 0.024], [-0.022, -0.001, 0.034], [0.020, -0.049, -0.099], [0.956, 0.463, 0.034], [0.058, 0.206, -0.019], [-0.244, -0.296, 0.102], [0.067, -0.102, -0.037], [0.003, 0.007, 0.025], [0.066, -0.066, 0.141], [-0.096, -0.034, 0.073], [-0.103, 0.169, -0.086], [0.042, 0.060, -0.011], [0.018, 0.025, 0.057], [-0.413, -0.392, 0.028], [-0.006, -0.012, 0.029], [0.084, -0.219, -0.146], [-0.016, 0.022, -0.031], [0.014, 0.020, -0.008], [-0.027, -0.010, -0.005], [0.019, 0.023, -0.051], [-0.029, -0.038, 0.005], [0.016, 0.024, -0.005], [0.007, -0.061, 0.004], [0.179, 0.030, -0.009], [0.043, 0.215, -0.129], [-0.051, 0.868, -0.114], [0.001, -0.017, 0.025], [0.011, 0.006, -0.039], [0.101, 0.236, -0.129], [-0.028, 0.015, 0.009], [-0.009, 0.000, 0.002], [0.001, 0.003, -0.004], [-0.013, 0.002, -0.012]], "lowdin_charge": [0.974, 0.841, 0.235, -0.177, -0.472, -0.081, 0.068, -0.264, -0.147, -0.269, -0.148, -0.318, -0.389, -0.088, -0.021, -0.086, -0.241, -0.011, -0.110, -0.105, -0.506, -0.105, -0.259, -0.124, -0.117, -0.117, -0.017, -0.103, -0.085, -0.080, -0.288, -0.017, 0.072, 0.113, 0.100, 0.096, 0.103, 0.129, 0.097, 0.104, 0.065, 0.096, -0.045, 0.099, 0.117, 0.108, 0.092, 0.096, 0.091, 0.096], "multiplicity": 2, "homo_ev": [-5.68, -5.36], "lumo_ev": [2.1, 2.6], "total_charge": -1, "homo_lumo_gap_ev": [7.75, 7.96]}